Record 1
ORCA calculation (ωB97M-V with the def2-TZVPD basis set) on a 13-piece molecular cluster, C24H75NO13 overall in a non-equilibrium geometry.

Output
HOMO = -9.0617 eV
Net charge = 0
Kohn-Sham gap = 9.39 eV
Energy above the lowest of the compared OMol25 structures with the same formula, charge and spin = 1.276 eV

Geometry as XYZ:
```
113
Properties=species:S:1:pos:R:3:mulliken_charge:R:1
C -3.01 -1.98 2.53 -0.273
C -4.36 -2.67 2.71 -0.418
O -5.07 -1.84 3.61 -0.533
H -2.34 -2.47 1.83 0.304
H -2.44 -1.83 3.45 0.419
H -3.08 -0.96 2.16 -0.422
H -4.33 -3.67 3.14 0.450
H -5.01 -2.74 1.83 0.170
H -5.76 -2.35 4.03 0.273
C -4.70 0.95 0.44 -0.384
C -5.80 0.03 0.93 0.080
O -7.14 0.36 0.49 -0.581
H -4.65 1.11 -0.63 0.101
H -3.74 0.56 0.78 -0.192
H -4.83 1.95 0.86 0.490
H -5.68 0.02 2.01 0.327
H -5.50 -0.98 0.61 -0.188
H -7.68 -0.41 0.70 0.331
C 3.56 3.12 -0.74 -0.768
C 3.87 2.98 0.76 -0.160
O 4.12 1.69 1.21 -0.362
H 2.84 2.36 -1.06 -0.250
H 4.43 2.90 -1.35 0.457
H 3.08 4.07 -0.97 0.436
H 3.00 3.36 1.29 0.070
H 4.70 3.59 1.12 0.497
H 4.27 1.75 2.16 0.101
C 3.11 0.41 4.09 -0.384
C 4.05 1.25 4.89 -0.504
O 5.10 1.60 3.99 -0.566
H 2.51 -0.21 4.76 0.508
H 3.64 -0.28 3.44 0.320
H 2.53 1.07 3.45 -0.335
H 4.51 0.76 5.74 0.409
H 3.59 2.14 5.32 0.278
H 5.84 1.87 4.54 0.287
C 0.29 2.59 3.07 -0.808
C -0.66 1.84 3.95 -0.615
O -1.83 1.70 3.19 -0.463
H 0.69 2.07 2.20 -0.154
H 1.12 2.97 3.67 0.472
H -0.18 3.53 2.79 0.504
H -0.84 2.36 4.90 0.475
H -0.32 0.88 4.34 0.309
H -2.38 1.13 3.73 0.242
C 1.16 -0.41 1.13 -1.022
C -0.20 -0.63 0.42 0.715
O -0.82 0.61 0.22 0.936
H 1.84 0.31 0.68 0.032
H 1.74 -1.33 1.10 0.414
H 1.10 -0.12 2.18 0.153
H -0.79 -1.40 0.92 -0.626
H -0.08 -0.88 -0.63 0.087
H -1.02 0.99 1.07 -0.452
C -2.60 0.54 -2.73 0.087
C -3.76 0.92 -3.61 -0.641
O -3.18 1.45 -4.76 -0.530
H -2.10 -0.30 -3.21 0.180
H -2.90 0.28 -1.72 -0.268
H -1.83 1.32 -2.73 0.100
H -4.35 1.74 -3.19 0.204
H -4.39 0.10 -3.96 0.398
H -3.77 1.29 -5.50 0.316
C 4.63 -3.60 2.21 -0.714
C 4.31 -4.86 3.04 -0.304
O 3.15 -5.54 2.62 -0.505
H 5.04 -3.73 1.21 0.344
H 5.33 -3.00 2.80 0.328
H 3.74 -3.00 2.05 0.031
H 4.21 -4.56 4.08 0.276
H 5.22 -5.46 3.00 0.252
H 2.79 -5.98 3.39 0.310
C 0.13 3.75 -0.87 -0.710
C -1.38 3.75 -0.56 0.380
O -1.89 5.03 -1.02 -0.616
H 0.34 3.97 -1.92 0.431
H 0.52 2.76 -0.67 -0.051
H 0.58 4.55 -0.28 0.389
H -1.74 3.48 0.44 0.197
H -1.85 3.03 -1.21 -0.305
H -2.85 5.06 -0.93 0.313
C -3.92 -2.39 -1.46 -0.490
C -3.32 -3.32 -2.52 -0.255
O -4.31 -3.55 -3.53 -0.575
H -3.16 -1.94 -0.82 -0.025
H -4.46 -3.06 -0.79 0.378
H -4.56 -1.59 -1.82 0.278
H -3.06 -4.31 -2.16 0.360
H -2.45 -2.85 -2.98 0.065
H -3.90 -3.80 -4.36 0.296
C 1.67 -1.41 -5.08 -1.644
C 2.13 -0.61 -3.85 0.729
C 1.22 0.52 -3.39 1.271
O 1.00 1.57 -4.32 -0.400
C 2.18 2.20 -4.76 -0.560
N 2.44 -1.50 -2.75 -0.528
H 1.62 -0.79 -5.98 0.352
H 0.67 -1.83 -4.95 0.225
H 2.33 -2.23 -5.34 0.466
H 3.13 -0.26 -4.12 0.506
H 1.50 1.00 -2.45 -0.593
H 0.24 0.19 -3.07 -0.756
H 2.64 2.67 -3.89 0.099
H 1.94 3.05 -5.41 0.265
H 2.82 1.47 -5.25 0.299
H 3.06 -1.05 -2.10 -0.069
H 3.09 -2.18 -3.10 0.337
O 4.45 -0.23 -1.27 -0.638
H 5.13 -0.81 -0.94 0.224
H 4.20 0.30 -0.51 0.236
O 0.67 -3.43 -1.64 -0.647
H 0.11 -3.82 -2.31 0.319
H 1.08 -2.68 -2.07 0.398
```



Record 2
ORCA calculation (ωB97M-V with the def2-TZVPD basis set) on C21H30AsCsN4O5S2 as an isolated structure in a non-equilibrium geometry.

Output
HOMO = -1.3286 eV
Net charge = -2
Kohn-Sham gap = 5.17 eV
Energy above the lowest of the compared OMol25 structures with the same formula, charge and spin = 0.464 eV

Geometry as XYZ:
```
64
Properties=species:S:1:pos:R:3:mulliken_charge:R:1
Cs 0.78 1.65 1.69 1.104
O 2.80 -1.66 4.04 -0.832
S 2.01 -0.51 3.56 0.903
O 2.05 0.64 4.49 -0.667
O 0.57 -0.94 3.38 -0.721
O 2.48 -0.06 2.22 -0.850
S 0.37 4.24 -3.80 -0.411
C 0.56 2.55 -4.15 0.697
C 0.35 1.84 -5.33 -0.551
C 0.58 0.47 -5.32 -0.480
C 1.00 -0.18 -4.16 -0.244
C 1.21 0.53 -2.99 -0.530
C 0.99 1.90 -2.98 -0.502
N 1.17 2.70 -1.87 -0.314
C 0.89 3.94 -2.13 0.190
C 0.93 5.06 -1.16 0.882
C 0.85 6.37 -1.66 -0.666
C 0.82 7.44 -0.79 -0.562
C 0.88 7.17 0.58 -0.469
C 0.99 5.87 1.04 -0.518
C 1.02 4.72 0.20 -0.275
H 0.02 2.34 -6.23 0.363
H 0.42 -0.10 -6.23 0.356
H 1.17 -1.25 -4.17 0.319
H 1.54 0.05 -2.08 0.619
H 0.82 6.57 -2.73 0.201
H 0.76 8.46 -1.16 0.346
H 0.85 8.00 1.29 0.311
H 1.04 5.74 2.12 0.286
C 0.36 -2.81 -1.77 -0.886
N 0.53 -3.88 -0.81 0.102
C -0.48 -4.92 -0.99 -1.226
C 0.58 -3.43 0.54 0.404
N 0.12 -2.29 0.86 -0.264
N 1.10 -4.38 1.41 0.274
C 1.06 -4.11 2.84 -1.089
C 2.12 -5.31 0.99 -1.204
H 0.55 -3.20 -2.77 0.324
H 1.08 -2.02 -1.55 0.278
H -0.64 -2.36 -1.74 0.269
H -1.50 -4.52 -0.85 0.334
H -0.32 -5.73 -0.28 0.320
H -0.41 -5.33 -2.00 0.387
H 0.34 -1.98 1.82 -0.201
H 1.76 -3.33 3.15 0.443
H 1.30 -5.04 3.36 0.323
H 0.06 -3.79 3.13 0.291
H 2.22 -5.29 -0.09 0.403
H 1.86 -6.33 1.31 0.286
H 3.09 -5.05 1.43 0.370
C -2.56 -0.39 0.27 -0.221
As -2.87 0.62 1.88 0.526
C -2.40 -0.46 3.39 -0.615
C -4.79 0.78 1.99 -1.165
O -2.17 2.12 1.84 -0.729
H -3.38 -1.10 0.13 0.385
H -1.61 -0.94 0.33 -0.295
H -2.53 0.33 -0.54 0.347
H -2.92 -1.41 3.31 0.318
H -2.75 0.09 4.27 0.366
H -1.32 -0.60 3.45 0.132
H -5.25 -0.20 2.10 0.335
H -5.15 1.26 1.08 0.354
H -5.03 1.41 2.84 0.337
```